i:
105
Properties=species:S:1:pos:R:3 method="wB97M-V/def2-TZVPD" lumo_ev=-1.192 homo_ev=-7.193 molar_mass_g_mol=880.7 homo_lumo_gap_ev=6.00
Li -1.2770 -0.8096 2.6446
Li 3.3560 2.2344 1.4546
S 0.9220 0.5514 0.6896
O 0.0000 -0.1946 1.5406
O 1.8550 -0.2776 0.0756
O 0.1410 1.1564 -0.3744
O 1.5400 1.6524 1.4736
C -1.8780 3.0614 4.8146
C -2.6450 4.0324 5.6476
C -3.8890 3.6164 6.1486
C -4.4540 2.3354 5.7596
C -3.7220 1.5754 4.8396
C -2.5110 1.9804 4.3506
O -1.8710 1.2584 3.4086
O -4.6690 4.5074 6.8726
H -0.8460 3.3764 4.4186
H -2.3830 5.0364 5.9596
H -5.4080 2.0544 5.9666
H -4.1750 0.6964 4.5356
H -1.4100 1.6904 2.7756
H -4.5730 5.5754 6.4976
C -5.4400 0.5614 -2.6494
C -4.6100 0.7964 -1.5004
C -3.2910 1.1844 -1.5854
C -2.6780 1.2674 -2.8214
C -3.5240 1.1084 -3.9434
C -4.8820 0.6924 -3.9114
O -5.5200 0.4654 -5.0224
O -2.6090 1.3464 -0.3644
H -6.5420 0.1374 -2.7474
H -5.0640 0.5384 -0.5284
H -1.6750 1.3834 -2.9554
H -3.1690 1.1324 -4.7784
H -6.4800 0.3034 -4.9454
H -1.6680 1.2164 -0.4464
C 0.7960 -0.8866 -3.3484
C 0.0370 -1.6256 -4.3214
C 0.6620 -2.5216 -5.2434
C 2.0160 -2.8166 -4.9744
C 2.8040 -2.2396 -3.9814
C 2.1120 -1.2516 -3.1974
O 2.9510 -0.5926 -2.2624
O -0.1420 -3.1526 -6.1304
H 0.3560 0.0644 -2.7224
H -0.9850 -1.4566 -4.4294
H 2.6630 -3.5826 -5.5044
H 3.6830 -2.4056 -3.9564
H 2.6370 -0.6546 -1.4754
H -1.1190 -2.7846 -6.0774
C -2.9900 -5.1756 0.2056
C -1.7720 -4.6146 0.6166
C -1.3350 -3.3786 0.0916
C -2.0840 -2.6906 -0.8104
C -3.4100 -3.2266 -1.0464
C -3.7990 -4.4646 -0.5594
O -5.0570 -5.0106 -0.8524
O -0.0240 -2.8756 0.3246
H -3.0770 -6.0666 0.4706
H -1.0040 -5.1426 1.0926
H -1.7510 -1.7856 -1.4524
H -3.9970 -2.7466 -1.6754
H -5.1470 -5.5506 -0.1594
H 0.1930 -1.8866 0.3616
C 2.2340 3.1234 -3.9354
C 1.5560 2.9074 -2.7464
C 0.4130 3.5984 -2.5214
C -0.2050 4.4974 -3.4134
C 0.4610 4.6244 -4.6384
C 1.6980 3.9994 -4.9014
O 2.2830 4.4484 -6.0314
O -0.2670 3.3694 -1.3624
H 3.0630 2.4034 -4.1394
H 2.0400 2.0664 -1.9904
H -1.3370 4.8954 -3.3014
H -0.0200 5.1064 -5.4074
H 1.8250 5.1464 -6.5684
H -0.1550 2.5174 -0.8854
C 2.7310 2.5144 6.7746
C 2.1670 3.2054 5.7416
C 1.9040 2.5244 4.5406
C 2.1330 1.0854 4.3816
C 2.6960 0.4024 5.5096
C 3.0750 1.1534 6.6576
O 3.8420 0.4844 7.5086
O 1.4090 3.2354 3.5586
H 3.0810 2.9094 7.7026
H 1.9040 4.2534 5.7806
H 1.8620 0.4794 3.6606
H 2.9740 -0.5936 5.2286
H 3.6100 0.4534 8.5576
H 1.4490 2.6384 2.7606
C 3.6210 -4.4736 -1.2834
C 3.4220 -3.2086 -0.5984
C 4.4690 -2.6236 0.0926
C 5.7460 -3.2466 0.2786
C 5.8890 -4.5186 -0.3274
C 4.8130 -5.1036 -0.9724
O 5.0210 -6.3906 -1.3914
O 4.2260 -1.4346 0.6586
H 2.7530 -4.8066 -1.8584
H 2.2820 -2.7366 -0.5814
H 6.5250 -2.8066 0.7446
H 6.7960 -4.8986 -0.0744
H 4.5430 -6.7976 -2.1634
H 3.2990 -1.1206 0.6736



ii:
105
Properties=species:S:1:pos:R:3 method="wB97M-V/def2-TZVPD" lumo_ev=-1.343 homo_ev=-7.169 molar_mass_g_mol=880.7 homo_lumo_gap_ev=5.83
Li -0.8472 2.0020 3.4721
Li 2.1449 -1.5371 -0.3138
S -0.0944 0.5084 0.9021
O -1.3753 0.2421 0.3563
O -0.2096 0.6763 2.3678
O 0.8038 -0.6634 0.5587
O 0.4646 1.6583 0.3020
C -0.7941 1.1839 -2.9041
C -0.3322 1.8228 -3.9336
C -0.2141 1.2256 -5.2624
C -0.5810 -0.0294 -5.4849
C -1.1648 -0.8557 -4.4526
C -1.2645 -0.1917 -3.1584
O -1.7129 -0.9039 -2.0949
O 0.2868 2.0970 -6.2303
H -1.0012 1.6631 -2.0362
H -0.2492 2.9844 -3.6484
H -0.2175 -0.3967 -6.5053
H -1.4599 -1.7585 -4.5186
H -1.4767 -0.5668 -1.2288
H 0.4631 1.7417 -7.0627
C -0.8650 6.2527 0.1102
C -0.2595 7.5016 0.6322
C 0.9942 7.4854 1.2292
C 1.6984 6.2478 1.4032
C 1.1279 5.0412 0.9355
C -0.1932 5.0655 0.4392
O -0.7016 4.0295 -0.1051
O 1.5432 8.7570 1.7294
H -1.8735 6.2084 -0.3780
H -0.8591 8.5358 0.3979
H 2.6323 6.3745 1.8314
H 1.8157 4.1982 1.1858
H -0.2570 3.1641 -0.0113
H 1.1629 9.5023 1.5560
C -5.7789 2.3176 0.0366
C -7.0049 2.1279 -0.6132
C -7.0713 1.1854 -1.6487
C -6.0169 0.3327 -1.8948
C -4.8400 0.5360 -1.2317
C -4.7100 1.5734 -0.3237
O -3.5304 1.7562 0.2916
O -8.2330 0.9447 -2.2541
H -5.8795 3.2864 0.6741
H -7.7975 2.8288 -0.2628
H -6.2958 -0.4619 -2.6931
H -4.0515 0.1271 -1.4281
H -2.9473 1.0983 0.0700
H -8.4774 1.8785 -2.4666
C 2.9977 -4.0737 -1.9173
C 3.2523 -4.2856 -3.2796
C 2.1719 -4.1137 -4.2259
C 0.8326 -3.8573 -3.7810
C 0.7329 -3.4481 -2.4680
C 1.7040 -3.7628 -1.5770
O 1.6023 -3.4298 -0.2439
O 2.3766 -4.2235 -5.6603
H 3.6732 -4.0491 -1.2190
H 4.2136 -4.4759 -3.7858
H 0.1846 -3.6471 -4.4568
H -0.1465 -2.9351 -2.0346
H 0.7677 -3.6752 0.3259
H 3.2829 -3.9669 -5.6593
C 4.7310 2.3148 -1.6776
C 6.0337 2.3370 -1.2465
C 6.2848 2.3536 0.2196
C 5.1599 2.4867 1.1367
C 3.9371 2.4021 0.7271
C 3.6671 2.2939 -0.6749
O 2.3762 2.4550 -1.1775
O 7.5955 2.4749 0.7068
H 4.4336 2.3068 -2.6695
H 6.9274 2.5160 -1.9858
H 5.3276 2.8116 2.0968
H 3.2453 2.5469 1.2095
H 1.7114 2.2827 -0.4784
H 8.1366 1.7762 0.0731
C -2.0665 -2.5294 2.7946
C -2.0627 -3.5501 3.7339
C -2.6782 -4.8111 3.4620
C -3.4764 -4.9475 2.3158
C -3.6074 -3.8853 1.4260
C -2.9432 -2.7063 1.6176
O -3.0908 -1.7159 0.7129
O -2.5254 -5.8873 4.2029
H -1.6096 -1.5769 3.1339
H -1.3972 -3.6311 4.6929
H -4.0820 -5.7668 2.0745
H -3.9974 -3.9581 0.5029
H -2.2483 -0.9155 0.6331
H -2.8992 -6.7215 3.8583
C 1.4780 -2.6779 3.2727
C 2.1396 -3.9528 3.3291
C 2.5407 -4.5621 4.5615
C 2.3545 -3.7580 5.6583
C 1.7103 -2.5126 5.5939
C 1.4408 -1.9332 4.4154
O 0.9057 -0.6455 4.4125
O 3.1695 -5.6902 4.5670
H 1.2130 -2.4972 2.2680
H 2.2963 -4.5331 2.3666
H 2.5062 -4.3111 6.5362
H 1.4301 -2.0012 6.4887
H 0.6247 -0.2377 3.4549
H 3.1617 -6.2963 5.3018



Quick look at relative energies in hartree: i 0.0000; ii 0.0311.



i:
14
Properties=species:S:1:pos:R:3 method="wB97M-V/def2-TZVPD" lumo_ev=0.635 homo_ev=-8.833 smiles=Nn1cncc1CCl molar_mass_g_mol=131.6 homo_lumo_gap_ev=9.47
N -0.2106 1.9922 -0.0056
N -0.7169 0.6869 0.1188
C -1.7986 0.1442 0.6649
N -1.8677 -1.1487 0.6716
C -0.7053 -1.6517 0.1010
C 0.2766 -0.7524 -0.0887
C 1.5244 -0.5149 -0.7276
Cl 2.7336 -0.0241 0.5918
H 0.4231 2.0340 -0.7524
H 0.0227 2.4355 0.8129
H -2.5715 0.7346 0.9626
H -0.6875 -2.6909 0.1882
H 1.5090 0.1937 -1.4533
H 2.0687 -1.4384 -1.0841



ii:
14
Properties=species:S:1:pos:R:3 method="wB97M-V/def2-TZVPD" lumo_ev=0.746 homo_ev=-8.618 smiles="N[C@@]1(Cl)N=CC=CN1" molar_mass_g_mol=131.6 homo_lumo_gap_ev=9.36
N 1.6097 0.5050 -1.4007
C 0.3629 0.3271 -0.8187
Cl -1.0317 0.9115 -1.9902
N 0.1017 -1.2839 -0.6886
C -0.5568 -1.6298 0.3407
C -1.0013 -0.7757 1.3997
C -0.5779 0.5061 1.3999
N 0.1955 0.9954 0.3964
H 1.8107 -0.2460 -2.0500
H 1.7186 1.4111 -1.8406
H -0.7457 -2.6959 0.4182
H -1.5911 -1.1765 2.2062
H -0.7750 1.1883 2.2146
H 0.4804 1.9632 0.4131



Quick look at relative energies in hartree: i 0.0885; ii 0.0000.



i:
33
Properties=species:S:1:pos:R:3 method="wB97M-V/def2-TZVPD" lumo_ev=0.093 homo_ev=-8.358 molar_mass_g_mol=459.7 homo_lumo_gap_ev=8.45
Pd 0.2622 -0.7672 -0.8533
C -0.9265 -2.2355 3.0746
C -0.1395 -3.3705 3.2003
C 0.7102 -3.7163 2.1694
C 0.7690 -2.9258 1.0246
N 0.0039 -1.8191 0.9206
C -0.8214 -1.4909 1.9181
C 1.6106 -3.1924 -0.1438
C 2.4599 -4.2958 -0.2181
C 3.2196 -4.5100 -1.3522
C 3.1228 -3.6168 -2.4106
C 2.2807 -2.5151 -2.3390
C 1.5093 -2.2755 -1.2055
H -1.6101 -1.9258 3.8516
H -0.1895 -3.9801 4.0930
H 1.3295 -4.5973 2.2437
H -1.4151 -0.5997 1.7718
H 2.5330 -4.9927 0.6073
H 3.8808 -5.3645 -1.4118
H 3.7120 -3.7766 -3.3055
H 2.2304 -1.8379 -3.1783
S -1.2605 1.0619 -0.1583
C -2.4428 1.2431 -1.3225
N -2.4953 0.6476 -2.5023
C -3.4504 1.1908 -3.4551
C -4.5896 1.7432 -2.6101
S -3.7881 2.3353 -1.0890
H -1.6404 0.1860 -2.8236
H -3.7965 0.4089 -4.1292
H -2.9726 1.9777 -4.0458
H -5.3097 0.9681 -2.3529
H -5.1043 2.5661 -3.0991
Br 0.6810 0.2982 -3.0253



ii:
33
Properties=species:S:1:pos:R:3 method="wB97M-V/def2-TZVPD" lumo_ev=-0.208 homo_ev=-7.611 molar_mass_g_mol=459.7 homo_lumo_gap_ev=7.40
Pd -1.1146 -1.0113 -0.3442
C -1.0544 -1.8701 3.9033
C -0.7887 -0.6084 4.4161
C -0.7798 0.4863 3.5739
C -1.0488 0.3019 2.2225
N -1.2754 -0.9409 1.7291
C -1.2778 -1.9922 2.5463
C -1.0838 1.3511 1.1973
C -1.1313 2.7137 1.4714
C -1.1611 3.6291 0.4352
C -1.1435 3.1804 -0.8773
C -1.1171 1.8232 -1.1746
C -1.0921 0.8922 -0.1356
H -1.0729 -2.7454 4.5338
H -0.5809 -0.4833 5.4702
H -0.5585 1.4736 3.9510
H -1.4593 -2.9546 2.0823
H -1.1544 3.0606 2.4973
H -1.2081 4.6874 0.6498
H -1.1739 3.8965 -1.6890
H -1.1469 1.4857 -2.1996
S 1.3387 -2.2623 0.0643
C 1.8977 -1.9170 -1.4637
N 1.8549 -0.7272 -2.0481
C 2.1544 -0.6226 -3.4623
C 2.7258 -1.9775 -3.9168
S 2.6044 -3.1175 -2.5018
H 1.3082 -0.0041 -1.5871
H 2.8728 0.1819 -3.6266
H 1.2323 -0.3908 -3.9992
H 3.7636 -1.8921 -4.2300
H 2.1426 -2.3858 -4.7383
Br -1.4720 -1.2605 -2.7496



Quick look at relative energies in hartree: i 0.0000; ii 0.0342.



i:
6
Properties=species:S:1:pos:R:3 method="wB97M-V/def2-TZVPD" lumo_ev="-2.438 / -1.866" homo_ev="-10.259 / -9.928" molar_mass_g_mol=91.1 homo_lumo_gap_ev="7.82 / 8.06"
C 0.1674 0.5556 0.1776
N -0.3954 -0.7050 -0.0174
O -0.8597 -0.8182 -1.1315
O -0.5096 -1.5262 0.8661
S -0.6952 1.8703 -0.1307
H 2.2925 0.6236 0.2358



ii:
6
Properties=species:S:1:pos:R:3 method="wB97M-V/def2-TZVPD" lumo_ev=-1.193 homo_ev=-8.894 molar_mass_g_mol=91.1 homo_lumo_gap_ev=7.70
C 0.1542 1.0068 0.0139
N -0.1551 -0.1539 -0.1327
O -0.7992 -0.8106 0.7369
O 0.4163 -0.8417 -0.9802
S 0.3694 2.5887 0.0265
H 0.0145 -1.7893 0.3357



Quick look at relative energies in hartree: i 0.0430; ii 0.0000.